[1]
{
  "formula": "C7H15N2O3S",
  "method": "ωB97M-V/def2-TZVPD",
  "species": ["C", "C", "C", "C", "C", "C", "C", "N", "N", "O", "O", "O", "S", "H", "H", "H", "H", "H", "H", "H", "H", "H", "H", "H", "H", "H", "H", "H"],
  "coordinates": [[2.533164, -2.465914, 1.613715], [-2.152353, 0.882707, -0.933210], [3.441950, 0.374080, 0.608054], [-3.382235, 2.349872, -2.365430], [3.489732, -1.047596, 0.095104], [-0.995241, -0.773908, 0.353333], [-2.361071, 0.089379, 0.333995], [-2.599757, 0.971304, 1.486593], [2.322002, -1.686730, 0.647093], [-1.052803, 1.074723, -1.492804], [0.345043, -1.104493, -1.896576], [-3.289852, 1.397770, -1.273811], [0.287375, -0.137668, -0.850699], [1.673557, -2.921149, 2.118333], [3.516511, -2.762240, 1.961107], [3.694559, 0.212880, 1.641038], [4.170623, 0.920950, 0.143160], [2.552174, 0.893832, 0.689486], [-4.521962, 2.373032, -2.602496], [-2.682720, 1.912382, -3.107945], [-3.068397, 3.323496, -1.961087], [4.425022, -1.439294, 0.498544], [3.430646, -1.183913, -1.067492], [-0.680360, -0.976982, 1.424192], [-1.170731, -1.683550, -0.112258], [-3.251708, -0.585073, 0.211785], [-1.764428, 1.567022, 1.574748], [-2.908729, 0.425080, 2.263539]],
  "forces_ev_per_angstrom": [[-1.1, -0.6, 0.2], [-2.9, 0.9, 0.8], [0.7, -2.1, 1.2], [-1.1, -0.3, -0.3], [-0.8, 0.1, -2.3], [-0.6, 1.5, 1.7], [1.7, -1.4, 0.4], [1.0, 0.2, -2.6], [-0.1, -0.3, 0.3], [-0.4, 0.0, 0.0], [-0.1, -0.4, -0.4], [0.9, -0.1, 0.1], [0.2, -0.1, 1.6], [0.2, 0.1, -0.1], [0.3, 0.1, 0.0], [0.5, 0.4, 0.7], [1.8, 1.7, -1.0], [-2.1, 0.8, -0.7], [2.4, -0.1, 0.0], [-0.9, 1.0, -0.2], [0.0, -0.3, -0.4], [0.0, -0.5, -0.4], [0.3, 0.5, 2.1], [0.2, 0.6, -1.5], [-0.4, -2.0, -0.8], [1.0, 0.6, 0.0], [-0.8, -0.5, 1.0], [0.3, 0.1, 0.7]],
  "gap_ev": 9.28,
  "total_energy_ev": -27450.1854,
  "total_charge": 1,
  "e_lumo_ev": -4.025,
  "multiplicity": 1,
  "relative_energy_ev": 1.583,
  "mol_weight_g_mol": 207.28
}

[2]
{
  "formula": "C30H62Br18O4S",
  "method": "ωB97M-V/def2-TZVPD",
  "species": ["C", "C", "C", "C", "C", "C", "C", "C", "C", "O", "S", "O", "O", "C", "O", "C", "C", "H", "H", "H", "H", "H", "H", "H", "H", "H", "H", "H", "H", "H", "H", "H", "H", "H", "H", "H", "H", "H", "H", "H", "H", "H", "H", "Br", "C", "C", "Br", "H", "H", "H", "H", "Br", "C", "C", "Br", "H", "H", "H", "H", "Br", "C", "C", "Br", "H", "H", "H", "H", "Br", "C", "C", "Br", "H", "H", "H", "H", "Br", "C", "C", "Br", "H", "H", "H", "H", "Br", "C", "C", "Br", "H", "H", "H", "H", "Br", "C", "C", "Br", "H", "H", "H", "H", "Br", "C", "C", "Br", "H", "H", "H", "H", "Br", "C", "C", "Br", "H", "H", "H", "H"],
  "coordinates": [[0.655917, -0.703423, 3.461718], [0.884569, -1.829112, 2.459714], [-0.398138, -2.232549, 1.727614], [-1.034536, -0.963046, 1.081638], [-2.292216, -0.622680, 1.864216], [-3.202995, 0.461490, 1.292473], [-2.794796, 1.893114, 1.629679], [-1.364938, 2.314765, 1.283244], [-1.257016, 3.815405, 1.565150], [-1.220194, 4.730771, 0.441045], [0.125271, 4.827710, -0.468778], [1.235897, 4.201772, 0.212307], [-0.231300, 3.934105, -1.823990], [0.931156, 3.257607, -2.332909], [0.566264, 2.838173, -3.602986], [1.733140, 2.482953, -4.333271], [1.324141, 1.813967, -5.636091], [0.624935, 0.228947, 2.917111], [-0.267886, -0.840804, 4.008698], [1.461085, -0.606746, 4.179182], [1.348007, -2.679638, 2.949123], [1.560360, -1.500851, 1.674531], [-0.090696, -2.889249, 0.933214], [-1.133267, -2.670180, 2.391660], [-0.272235, -0.198912, 1.120874], [-1.283075, -1.108782, 0.034101], [-2.097750, -0.418821, 2.911044], [-2.878335, -1.539297, 1.857203], [-3.395755, 0.336260, 0.240466], [-4.167821, 0.311323, 1.775433], [-3.445807, 2.554387, 1.063482], [-2.962069, 2.057921, 2.690372], [-0.652960, 1.836101, 1.941486], [-1.103469, 2.042868, 0.270404], [-0.456208, 4.028433, 2.257727], [-2.176384, 4.078340, 2.070632], [1.720624, 4.007745, -2.383725], [1.250482, 2.431126, -1.704416], [2.280590, 3.397152, -4.563086], [2.400397, 1.823901, -3.796181], [0.488111, 1.173575, -5.410629], [2.144956, 1.238813, -6.033587], [1.041241, 2.594770, -6.326471], [-4.347121, 0.192925, -2.570493], [-2.904327, -0.386223, -3.733167], [-3.089498, -1.814180, -4.165014], [-2.639276, -3.049986, -2.728261], [-1.981123, -0.220795, -3.189708], [-2.939018, 0.281385, -4.590970], [-2.409974, -2.057571, -4.979031], [-4.108286, -2.035665, -4.465136], [-0.533300, 2.655792, 5.506233], [1.144939, 1.918613, 6.164224], [2.311560, 2.794890, 5.798261], [2.764559, 2.584069, 3.919284], [1.226836, 0.916915, 5.759004], [1.028089, 1.861405, 7.242795], [3.201258, 2.498570, 6.348954], [2.119801, 3.849265, 5.964379], [5.744002, 7.225940, 2.048101], [3.983031, 6.555940, 1.551041], [3.993387, 5.069287, 1.326375], [4.801632, 4.605104, -0.381914], [3.672154, 7.112397, 0.673757], [3.336117, 6.808028, 2.387823], [2.976976, 4.684792, 1.272000], [4.542668, 4.530442, 2.090932], [-7.433426, 0.863394, 0.414440], [-8.025471, -0.965908, 0.725205], [-6.917477, -1.815297, 1.286082], [-5.641290, -2.291770, -0.097818], [-8.402993, -1.339920, -0.221561], [-8.844452, -0.886322, 1.436556], [-7.312273, -2.758145, 1.657911], [-6.360930, -1.321028, 2.075640], [3.081038, -5.521246, -2.328931], [4.997882, -5.813501, -2.475838], [5.712151, -5.495522, -1.191276], [5.877236, -3.570645, -0.933601], [5.342584, -5.199167, -3.298188], [5.110371, -6.865926, -2.726706], [6.733677, -5.867880, -1.221360], [5.209716, -5.891792, -0.315746], [5.136862, 1.410061, -3.705299], [5.230117, -0.421204, -3.070580], [4.549825, -1.343145, -4.041812], [2.612539, -1.209388, -3.920625], [4.793571, -0.435693, -2.076866], [6.289843, -0.658202, -3.001574], [4.783516, -2.375485, -3.808903], [4.809932, -1.136820, -5.073715], [8.254591, -1.403500, -5.439251], [8.352057, -3.251914, -4.838384], [7.694831, -4.188361, -5.817355], [5.756740, -4.079195, -5.692507], [7.896707, -3.285249, -3.852977], [9.413439, -3.472508, -4.753707], [7.945083, -5.220547, -5.582843], [7.955912, -3.981449, -6.849127], [-0.371008, -1.234951, 7.456630], [-1.123921, -1.024774, 9.240274], [-1.806097, 0.306908, 9.400664], [-0.519997, 1.750670, 9.619451], [-0.312290, -1.170430, 9.944376], [-1.842632, -1.834087, 9.343735], [-2.407197, 0.320192, 10.306666], [-2.428046, 0.567038, 8.550941], [-10.330532, -3.243032, -1.877946], [-10.557459, -1.760641, -3.120747], [-9.475067, -1.743296, -4.166330], [-7.799922, -1.076346, -3.438949], [-10.581817, -0.853715, -2.526422], [-11.530482, -1.918498, -3.579827], [-9.736314, -1.058151, -4.969482], [-9.271511, -2.724354, -4.581208]],
  "forces_ev_per_angstrom": [[0.3, -0.1, -0.2], [-0.4, -0.1, 0.2], [0.5, 1.3, -0.5], [0.1, -0.7, 0.7], [-0.6, 0.1, -0.8], [0.1, 0.2, 1.0], [0.2, -0.5, -0.8], [-0.3, 0.4, 0.4], [-0.3, -0.3, 0.1], [0.7, -0.8, -0.6], [-0.6, 1.8, -0.6], [-0.1, -0.8, 0.3], [-0.1, -0.7, 1.3], [-0.4, 0.7, -0.4], [0.1, -0.3, 0.2], [0.0, 0.1, -0.9], [0.0, 0.7, 0.7], [-0.2, 0.5, 0.1], [-0.2, 0.0, 0.2], [0.3, -0.1, 0.1], [0.0, -0.3, 0.1], [0.4, 0.1, 0.0], [-0.2, -0.8, -0.2], [0.0, -0.5, 0.1], [0.0, 0.5, -0.2], [-0.1, -0.2, -0.2], [0.3, 0.2, 0.3], [-0.2, -0.2, 0.1], [0.2, -0.1, -0.5], [-0.3, 0.0, -0.1], [-0.3, 0.2, 0.1], [0.0, 0.2, 0.2], [0.2, -0.3, 0.1], [0.1, 0.1, -0.4], [0.5, 0.2, -0.1], [-0.2, 0.5, 0.1], [0.5, 0.0, -0.1], [-0.1, -0.2, 0.2], [0.3, 0.2, 0.1], [-0.1, -0.2, 0.6], [-0.3, -0.4, -0.2], [0.2, -0.2, -0.2], [-0.3, 0.0, -0.4], [0.0, 0.1, 0.0], [-0.2, 0.2, -0.1], [0.3, -0.2, 0.0], [-0.1, 0.0, 0.0], [0.1, -0.1, 0.0], [0.0, 0.0, 0.0], [0.0, 0.0, 0.0], [0.0, 0.0, 0.0], [0.0, -0.1, -0.1], [-0.1, 0.2, 0.1], [0.1, -0.2, -0.1], [0.0, 0.1, -0.1], [0.0, 0.0, 0.0], [0.0, 0.0, 0.0], [0.0, 0.0, 0.0], [-0.1, 0.0, 0.0], [0.0, 0.0, -0.1], [0.1, 0.0, 0.2], [-0.1, -0.1, -0.1], [0.0, 0.0, 0.0], [0.0, 0.0, 0.0], [0.0, 0.0, 0.0], [0.1, 0.1, 0.0], [0.1, 0.1, 0.0], [0.0, 0.0, -0.1], [-0.1, 0.2, 0.2], [0.0, -0.2, -0.2], [0.1, 0.0, 0.1], [0.1, -0.1, 0.0], [0.0, 0.0, 0.0], [-0.1, 0.0, 0.0], [0.0, 0.1, 0.0], [0.1, 0.1, -0.1], [-0.3, -0.2, 0.1], [0.2, 0.1, 0.0], [0.0, 0.0, 0.0], [0.0, 0.0, 0.0], [0.1, 0.0, 0.0], [0.0, 0.0, 0.0], [-0.1, 0.0, 0.0], [0.2, 0.1, 0.1], [0.2, 0.1, -0.1], [-0.2, -0.1, 0.3], [0.0, 0.0, 0.0], [-0.1, -0.1, 0.0], [0.0, 0.0, -0.1], [0.0, 0.0, 0.1], [0.1, 0.0, 0.0], [-0.1, 0.0, 0.1], [0.2, 0.2, -0.1], [-0.1, -0.1, 0.2], [0.1, -0.1, -0.4], [0.0, -0.1, 0.0], [0.0, 0.0, 0.0], [0.0, 0.0, 0.0], [0.0, 0.1, 0.0], [0.0, 0.0, 0.1], [-0.1, -0.1, -0.2], [0.1, 0.1, 0.2], [0.0, 0.0, 0.0], [0.0, 0.1, 0.0], [0.0, 0.0, 0.0], [0.0, 0.0, 0.0], [0.0, 0.0, -0.1], [0.0, 0.1, 0.0], [-0.1, -0.2, 0.0], [0.2, 0.3, 0.0], [0.0, -0.1, 0.0], [0.1, 0.0, 0.0], [0.0, 0.0, 0.0], [-0.1, 0.0, 0.0], [-0.1, -0.1, 0.0]],
  "gap_ev": 9.51,
  "total_energy_ev": -1311905.7631,
  "e_lumo_ev": 0.140,
  "multiplicity": 1,
  "mol_weight_g_mol": 1957.16
}